Entry 1:
Computed, not measured: a structure of composition C13H23BiOPSSe5Te3 at a distorted geometry, with ωB97M-V with the def2-TZVPD basis set.

Geometry (Å):
Bi -0.159 1.653 -1.355
Se -2.430 3.081 -2.633
Se -1.905 2.198 -4.630
Te -1.587 -0.451 -4.620
Se 0.439 -0.498 -3.144
Se -1.118 2.824 1.171
Te -1.058 5.333 0.974
Te -0.677 5.743 -1.700
Se 1.209 4.317 -2.338
C 1.317 -1.537 0.481
C 2.474 -0.638 -0.076
P 2.196 1.107 0.087
C 3.686 1.896 -0.582
C 4.648 1.039 -1.379
C 2.224 1.586 1.860
C 3.122 0.658 2.751
H 1.310 -2.491 -0.056
H 0.341 -1.029 0.269
H 1.440 -1.683 1.530
H 2.579 -0.782 -1.177
H 3.412 -0.919 0.418
H 4.192 2.308 0.282
H 3.417 2.818 -1.187
H 5.009 0.131 -0.851
H 5.592 1.589 -1.521
H 4.261 0.737 -2.408
H 1.184 1.507 2.207
H 2.528 2.637 1.984
H 2.630 -0.318 2.788
H 3.142 1.166 3.719
H 4.161 0.538 2.447
C -4.071 0.687 0.211
S -3.179 -0.385 -0.937
O -1.768 0.048 -0.514
C -3.276 -2.008 -0.137
C -2.648 -2.128 1.100
C -2.600 -3.360 1.748
C -3.149 -4.499 1.113
C -3.873 -4.300 -0.060
C -3.897 -3.071 -0.722
H -3.582 0.842 1.171
H -5.121 0.350 0.354
H -4.174 1.679 -0.267
H -2.144 -1.231 1.455
H -2.081 -3.518 2.672
H -3.174 -5.482 1.569
H -4.436 -5.162 -0.404
H -4.408 -2.984 -1.662

The value obtained for the energy above the lowest of the compared OMol25 structures with the same formula, charge and spin is 5.3 kcal/mol. The calculation puts the electronic energy at -14349.8730 Eh. The value obtained for the LUMO energy is 0.0786 Eh. As for the charge: -1. The HOMO-LUMO gap comes out at 5.44 eV.

=====

Entry 2:
Computed, not measured: a cluster of 9 separate species, C46H118N8O15 in total at a distorted geometry, with ωB97M-V with the def2-TZVPD basis set.

Geometry (Å):
C 0.395 -1.824 0.620
C 0.469 -0.296 0.435
O -0.739 0.133 -0.085
H 1.348 -2.278 0.893
H 0.090 -2.392 -0.259
H -0.432 -1.928 1.321
H 1.274 0.001 -0.237
H 0.634 0.171 1.406
H -1.210 0.777 0.449
C 5.357 -6.655 -0.977
O 6.345 -6.051 -1.834
C 6.832 -7.005 -2.745
C 8.280 -6.779 -3.017
N 8.598 -5.667 -3.955
C 10.080 -5.507 -4.179
C 10.819 -6.589 -4.988
O 12.106 -6.855 -4.489
C 12.892 -7.837 -5.131
H 5.099 -6.076 -0.090
H 5.555 -7.617 -0.505
H 4.349 -6.605 -1.391
H 6.282 -7.127 -3.678
H 6.729 -8.044 -2.432
H 8.634 -7.737 -3.397
H 8.833 -6.806 -2.078
H 8.272 -4.880 -3.413
H 10.506 -5.144 -3.244
H 10.248 -4.634 -4.810
H 11.100 -6.213 -5.972
H 10.228 -7.453 -5.292
H 13.955 -7.761 -4.901
H 12.654 -7.978 -6.185
H 12.473 -8.722 -4.651
C 2.163 -4.137 5.732
O 1.131 -4.497 4.904
C 0.701 -5.866 5.204
C -0.429 -6.411 4.229
N -1.768 -5.874 4.559
C -2.823 -6.444 3.797
C -2.784 -6.191 2.305
O -1.828 -7.041 1.668
C -1.372 -6.622 0.412
H 1.815 -4.109 6.764
H 2.646 -3.181 5.532
H 2.913 -4.928 5.739
H 0.209 -5.892 6.177
H 1.532 -6.562 5.098
H -0.492 -7.498 4.268
H -0.153 -6.221 3.192
H -1.883 -4.872 4.613
H -3.808 -6.071 4.079
H -2.814 -7.504 4.054
H -2.438 -5.158 2.249
H -3.737 -6.302 1.789
H -0.752 -7.368 -0.085
H -0.765 -5.717 0.437
H -2.202 -6.267 -0.199
C -7.693 5.811 -0.635
O -7.278 4.650 0.127
C -6.277 3.768 -0.376
C -6.643 2.770 -1.490
N -7.805 1.948 -1.180
C -7.229 0.774 -0.524
C -8.257 -0.390 -0.210
O -7.754 -1.316 0.716
C -8.793 -2.230 1.141
H -8.266 6.575 -0.110
H -8.282 5.278 -1.381
H -6.872 6.390 -1.059
H -5.794 3.180 0.404
H -5.471 4.402 -0.743
H -5.819 2.212 -1.934
H -6.949 3.501 -2.239
H -8.153 2.472 -0.390
H -6.717 1.073 0.390
H -6.627 0.327 -1.316
H -8.417 -1.031 -1.077
H -9.263 -0.071 0.065
H -9.485 -2.750 0.479
H -9.507 -1.729 1.795
H -8.295 -3.092 1.584
C 7.734 8.668 5.532
O 6.464 9.283 5.835
C 5.348 8.460 6.222
C 4.043 9.250 6.646
N 2.757 8.764 6.129
C 2.511 7.375 6.509
C 2.646 6.434 5.325
O 1.602 5.512 5.201
C 1.891 4.271 5.765
H 7.767 7.828 4.839
H 8.169 8.423 6.501
H 8.279 9.429 4.975
H 5.604 7.926 7.137
H 5.037 7.811 5.403
H 4.162 10.290 6.342
H 4.076 9.266 7.736
H 2.074 9.378 6.548
H 1.586 7.136 7.033
H 3.231 7.063 7.265
H 3.660 6.035 5.338
H 2.748 6.924 4.357
H 1.066 3.561 5.821
H 2.349 4.321 6.753
H 2.541 3.771 5.047
C -4.207 -0.337 5.301
O -3.245 -0.442 6.242
C -3.765 -0.256 7.572
C -4.106 1.266 7.951
N -5.508 1.485 8.330
C -5.884 2.919 8.411
C -5.165 3.592 9.636
O -5.639 4.871 9.909
C -5.428 5.829 8.949
H -4.622 -1.341 5.206
H -3.714 -0.272 4.331
H -4.849 0.541 5.368
H -3.199 -0.675 8.404
H -4.640 -0.906 7.555
H -3.816 1.821 7.059
H -3.453 1.473 8.799
H -6.204 0.854 7.960
H -6.961 2.996 8.560
H -5.758 3.539 7.524
H -4.089 3.476 9.512
H -5.299 3.064 10.580
H -5.807 5.563 7.962
H -4.353 5.991 8.866
H -5.696 6.825 9.303
C -4.658 -3.250 -5.486
O -5.077 -2.459 -6.546
C -4.043 -2.403 -7.556
C -4.587 -1.942 -8.951
N -5.179 -2.950 -9.851
C -5.761 -2.395 -11.014
C -6.938 -1.397 -10.678
O -8.030 -2.079 -10.044
C -9.167 -1.251 -9.693
H -4.638 -4.305 -5.762
H -5.348 -3.141 -4.649
H -3.655 -3.002 -5.139
H -3.523 -3.333 -7.788
H -3.283 -1.707 -7.200
H -3.632 -1.859 -9.469
H -5.126 -0.996 -8.892
H -5.925 -3.442 -9.380
H -6.194 -3.168 -11.648
H -5.025 -1.888 -11.639
H -7.338 -1.052 -11.631
H -6.556 -0.559 -10.095
H -9.760 -0.899 -10.537
H -8.765 -0.486 -9.028
H -9.957 -1.892 -9.302
C 9.451 1.382 -3.953
C 7.990 1.177 -4.340
C 7.116 0.260 -3.544
O 6.006 -0.070 -4.384
C 5.324 -1.183 -3.797
N 7.392 2.475 -4.321
H 10.056 2.000 -4.617
H 9.964 0.445 -4.170
H 9.593 1.537 -2.884
H 8.080 0.751 -5.339
H 6.700 0.736 -2.656
H 7.765 -0.539 -3.185
H 5.945 -2.069 -3.666
H 4.575 -1.537 -4.505
H 4.786 -0.841 -2.913
H 6.449 2.493 -4.681
H 7.413 2.979 -3.447
C -0.028 5.945 -3.190
C 0.868 4.972 -2.486
C 2.062 4.714 -3.429
O 1.644 4.238 -4.690
C 0.970 2.918 -4.755
N 1.270 5.523 -1.194
H 0.433 6.906 -3.420
H -0.949 6.125 -2.636
H -0.407 5.467 -4.092
H 0.347 4.018 -2.402
H 2.748 4.035 -2.924
H 2.632 5.639 -3.514
H 0.032 2.828 -4.205
H 1.534 2.088 -4.329
H 0.640 2.926 -5.793
H 0.414 5.780 -0.723
H 1.943 6.273 -1.131

The value obtained for the energy above the lowest of the compared OMol25 structures with the same formula, charge and spin is 235.8 kcal/mol. The calculation puts the electronic energy at -3389.3962 Eh. The value obtained for the LUMO energy is 0.0035 Eh. As for the SMILES: COC[C@H](C)N.COC[C@H](C)N.COCCNCCOC.COCCNCCOC.COCCNCCOC.COCCNCCOC.COCCNCCOC.COCCNCCOC.CCO. The HOMO-LUMO gap comes out at 8.65 eV.

=====

Entry 3:
Computed, not measured: an isolated molecule of C6H7NO at a distorted geometry, with ωB97M-V with the def2-TZVPD basis set.

Geometry (Å):
C 1.049 1.327 -0.403
C -0.258 1.057 -0.749
C 0.280 0.248 2.181
C 1.497 0.301 0.489
C -0.783 -0.160 -0.010
C -1.002 -1.422 -0.936
N 0.285 -0.298 1.030
O 0.636 0.568 3.263
H 1.622 2.016 -0.958
H -0.646 1.339 -1.794
H 2.515 0.037 0.971
H -1.799 0.096 0.379
H -2.096 -1.576 -1.189
H -0.773 -2.416 -0.432
H -0.529 -1.119 -1.844

The value obtained for the energy above the lowest of the compared OMol25 structures with the same formula, charge and spin is 104.1 kcal/mol. The calculation puts the electronic energy at -362.6476 Eh. The value obtained for the LUMO energy (spin up / spin down) is -0.0011 / 0.0069 Eh. The HOMO-LUMO gap (spin up / spin down) comes out at 6.48 / 6.88 eV.

=====

Entry 4:
Computed, not measured: a structure of composition C15H13AlF3NO5, with ωB97M-V with the def2-TZVPD basis set.

Geometry (Å):
Al -0.169 1.005 1.271
O -0.659 -0.499 2.421
C -0.404 -0.246 3.825
C -0.926 1.152 4.077
N -0.304 2.123 3.156
C 1.063 2.494 3.540
C 2.066 1.574 2.839
O 3.188 1.446 3.260
O 1.572 0.989 1.774
C -1.212 3.246 2.882
C -2.181 2.840 1.767
O -3.221 3.423 1.606
O -1.733 1.843 1.038
H -0.203 -1.295 2.112
H -0.951 -0.976 4.418
H 0.665 -0.337 4.022
H -2.001 1.158 3.895
H -0.753 1.433 5.120
H 1.271 3.504 3.188
H 1.221 2.477 4.620
H -1.761 3.580 3.763
H -0.631 4.088 2.505
F 1.735 -4.127 -6.451
C 0.582 -3.450 -6.340
F 0.503 -2.627 -7.404
F -0.418 -4.343 -6.476
C 0.478 -2.699 -5.045
C 1.512 -2.721 -4.124
C 1.390 -2.018 -2.936
C 0.233 -1.291 -2.662
C -0.803 -1.274 -3.602
C -0.680 -1.974 -4.786
C 0.105 -0.564 -1.433
C -0.001 0.047 -0.391
H 2.411 -3.284 -4.333
H 2.194 -2.025 -2.212
H -1.698 -0.706 -3.388
H -1.482 -1.961 -5.513

The value obtained for the energy above the lowest of the compared OMol25 structures with the same formula, charge and spin is 0.0 kcal/mol. The calculation puts the electronic energy at -1552.5532 Eh. The value obtained for the LUMO energy is -0.0009 Eh. The HOMO-LUMO gap comes out at 8.94 eV.

=====

Entry 5:
Computed, not measured: a structure of composition C24H18HfN6O7 at a distorted geometry, with ωB97M-V with the def2-TZVPD basis set.

Geometry (Å):
Hf 0.891 -0.371 -0.091
O -2.089 6.993 -0.012
N -2.475 5.866 0.167
O -3.599 5.552 0.501
C -1.461 4.777 0.012
C -0.186 5.186 0.017
C 0.877 4.231 -0.076
C 2.219 4.643 -0.135
C 3.194 3.697 -0.262
C 2.823 2.354 -0.296
N 1.565 1.920 -0.212
C 0.587 2.872 -0.125
C -0.789 2.444 -0.147
N -1.003 1.099 -0.248
C -2.251 0.688 -0.422
C -3.342 1.549 -0.461
C -3.147 2.889 -0.291
C -1.833 3.381 -0.121
H 0.033 6.242 0.093
H 2.462 5.697 -0.096
H 4.241 3.953 -0.338
H 3.592 1.612 -0.412
H -2.408 -0.369 -0.554
H -4.331 1.145 -0.625
H -3.977 3.573 -0.304
O 0.106 -0.280 2.117
C -0.889 -1.139 2.696
C -1.438 -2.009 1.606
C -2.439 -2.920 1.914
C -2.955 -3.717 0.913
C -2.456 -3.569 -0.378
C -1.464 -2.647 -0.603
N -0.944 -1.868 0.372
H 0.713 0.045 2.795
H -1.683 -0.536 3.141
H -0.431 -1.742 3.481
H -2.799 -2.992 2.933
H -3.733 -4.436 1.131
H -2.836 -4.158 -1.201
H -1.073 -2.497 -1.601
O 1.382 -1.809 -3.849
C 1.246 -1.756 -2.674
O 0.638 -0.719 -2.005
C 1.696 -2.835 -1.726
C 2.166 -4.039 -2.202
C 2.555 -5.003 -1.280
C 2.459 -4.720 0.073
C 1.983 -3.483 0.469
N 1.606 -2.555 -0.414
H 2.226 -4.195 -3.270
H 2.933 -5.959 -1.616
H 2.759 -5.442 0.819
H 1.922 -3.216 1.517
O 2.540 -0.446 1.354
N 3.526 -0.533 0.547
O 3.095 -0.446 -0.617

The value obtained for the energy above the lowest of the compared OMol25 structures with the same formula, charge and spin is 1.1 kcal/mol. The calculation puts the electronic energy at -1828.1898 Eh. The value obtained for the LUMO energy is -0.2488 Eh. As for the charge: +2. The HOMO-LUMO gap comes out at 8.59 eV.

=====

Entry 6:
Computed, not measured: a structure of composition CH7BN2O7PS2Zr at a distorted geometry, with ωB97M-V with the def2-TZVPD basis set.

Geometry (Å):
N 3.108 -1.820 -0.648
P 3.061 -0.150 -0.331
O 2.796 0.078 1.407
S 1.159 0.397 -1.439
O 0.198 -0.646 -1.443
O 1.725 0.836 -2.645
N 0.529 1.887 -0.747
S -0.927 1.967 -0.120
O -1.678 2.290 -1.301
O -0.847 3.086 0.764
C -1.489 0.573 0.751
B -2.943 -0.011 0.296
O -3.844 0.742 -0.356
O -3.160 -1.266 0.755
H 2.214 -2.322 -0.614
H 3.809 -2.307 -0.095
H 2.601 -0.802 1.842
H -0.769 -0.218 0.615
H -1.505 0.831 1.803
H -3.848 0.664 -1.317
H -3.259 -1.903 0.037
Zr 3.069 -1.906 2.784

The calculation puts the electronic energy at -1886.4678 Eh. The value obtained for the LUMO energy is -0.5800 Eh. As for the charge: +3. The HOMO-LUMO gap comes out at 4.40 eV.